[1]
{
  "formula": "C2O3S",
  "method": "ωB97M-V/def2-TZVPD",
  "species": ["C", "C", "O", "O", "O", "S"],
  "coordinates": [[0.97, -0.67, -1.34], [0.09, 0.71, 0.83], [1.13, 1.09, 0.90], [-2.36, -0.20, 0.39], [1.34, -1.56, -0.73], [-1.17, 0.63, -0.05]],
  "lowdin_charge": [-0.02, -0.59, 0.18, -0.57, 0.06, 0.95],
  "homo_energy_ev": -9.435,
  "de_lowest_kcal_mol": 110.9,
  "e_lumo_ha": -0.0597,
  "orbital_gap_ev": 7.811
}


[2]
{
  "formula": "C2O4S",
  "method": "ωB97M-V/def2-TZVPD",
  "species": ["C", "C", "O", "O", "O", "O", "S"],
  "coordinates": [[-0.08, 0.31, 0.71], [-0.24, -1.30, -1.07], [-1.17, 0.02, 1.00], [0.38, -1.72, -0.17], [-0.87, -0.88, -1.95], [0.67, 2.46, 0.91], [1.32, 1.11, 0.57]],
  "lowdin_charge": [-0.53, -0.42, 0.18, 0.16, 0.25, -0.60, 0.95],
  "homo_energy_ev": -9.205,
  "de_lowest_kcal_mol": 13.1,
  "e_lumo_ha": -0.0201,
  "orbital_gap_ev": 8.659
}


[3]
{
  "formula": "C30H17Br4Cl3O3RuSb",
  "method": "ωB97M-V/def2-TZVPD",
  "species": ["Ru", "Cl", "C", "C", "C", "Cl", "C", "O", "C", "Cl", "C", "H", "H", "Br", "C", "C", "Br", "C", "Br", "C", "O", "C", "O", "C", "Br", "C", "C", "C", "C", "C", "C", "Sb", "C", "C", "C", "C", "C", "C", "C", "C", "C", "C", "C", "C", "H", "H", "H", "H", "H", "H", "H", "H", "H", "H", "H", "H", "H", "H", "H"],
  "coordinates": [[0.09, -0.48, 1.00], [-6.93, 0.43, 3.11], [-5.30, 0.59, 2.50], [-4.38, -0.41, 2.72], [-3.10, -0.24, 2.22], [-1.92, -1.50, 2.53], [-2.66, 0.87, 1.49], [-1.45, 1.00, 1.01], [-3.65, 1.86, 1.32], [-3.23, 3.33, 0.49], [-4.93, 1.73, 1.81], [-4.64, -1.30, 3.27], [-5.65, 2.53, 1.65], [5.97, -0.91, 4.96], [4.23, -0.52, 4.39], [3.40, 0.37, 5.17], [4.09, 1.11, 6.75], [2.14, 0.68, 4.76], [1.00, 1.84, 5.69], [1.61, 0.13, 3.54], [0.47, 0.40, 3.09], [2.44, -0.80, 2.78], [1.95, -1.30, 1.72], [3.76, -1.09, 3.23], [4.77, -2.24, 2.15], [0.52, 0.16, -6.53], [1.26, 1.10, -5.81], [0.93, 1.38, -4.49], [-0.13, 0.72, -3.86], [-0.86, -0.21, -4.59], [-0.54, -0.49, -5.92], [-0.84, 1.28, -1.91], [-1.30, -0.77, -1.37], [-0.29, -1.71, -1.13], [-0.60, -3.00, -0.66], [-1.92, -3.36, -0.44], [-2.93, -2.44, -0.70], [-2.62, -1.16, -1.14], [1.09, 1.20, -0.95], [1.29, 1.84, 0.29], [2.55, 1.87, 0.88], [3.62, 1.23, 0.28], [3.44, 0.58, -0.93], [2.20, 0.57, -1.54], [0.78, -0.06, -7.56], [2.08, 1.61, -6.28], [1.51, 2.12, -3.95], [-1.69, -0.74, -4.14], [-1.11, -1.22, -6.47], [0.73, -1.51, -1.44], [0.20, -3.71, -0.49], [-2.16, -4.35, -0.07], [-3.96, -2.72, -0.53], [-3.43, -0.45, -1.31], [0.47, 2.38, 0.75], [2.69, 2.39, 1.82], [4.60, 1.24, 0.76], [4.27, 0.08, -1.41], [2.08, 0.08, -2.50]],
  "lowdin_charge": [1.30, 0.65, -0.67, -0.13, -0.53, 0.77, -0.48, -0.34, -0.58, 0.68, -0.14, 0.11, 0.11, 0.75, -0.74, -0.74, 0.75, -0.66, 0.82, -0.41, -0.12, -0.41, -0.17, -0.66, 0.79, -0.09, -0.09, -0.15, -0.42, -0.14, -0.09, 1.53, -0.43, -0.23, -0.09, -0.10, -0.08, -0.13, -0.42, -0.18, -0.09, -0.08, -0.07, -0.15, 0.10, 0.10, 0.10, 0.09, 0.10, 0.09, 0.11, 0.11, 0.11, 0.11, 0.09, 0.12, 0.11, 0.11, 0.09],
  "homo_energy_ev": [-7.982, -8.240],
  "spin_multiplicity": 6,
  "de_lowest_kcal_mol": 0.0,
  "e_lumo_ha": [0.0078, -0.0753],
  "orbital_gap_ev": [8.194, 6.191]
}


[4]
{
  "formula": "C30H18BrIrN4O8",
  "method": "ωB97M-V/def2-TZVPD",
  "species": ["Ir", "O", "C", "O", "C", "C", "C", "N", "C", "C", "C", "C", "C", "C", "C", "N", "C", "C", "C", "C", "C", "N", "H", "H", "H", "H", "H", "H", "H", "H", "H", "H", "O", "C", "C", "C", "C", "C", "C", "C", "O", "N", "O", "O", "H", "H", "H", "H", "Br", "C", "C", "C", "C", "C", "C", "C", "O", "O", "H", "H", "H", "H"],
  "coordinates": [[0.43, -0.10, -0.10], [-6.38, -1.49, 1.10], [-5.61, -1.52, 2.05], [-5.54, -1.80, 3.24], [-4.11, -0.95, 1.55], [-3.07, -0.88, 2.45], [-1.83, -0.47, 1.98], [-1.67, -0.12, 0.71], [-2.67, -0.18, -0.17], [-3.93, -0.59, 0.22], [-2.31, 0.25, -1.53], [-3.17, 0.17, -2.61], [-2.76, 0.66, -3.84], [-1.50, 1.24, -3.95], [-0.68, 1.26, -2.83], [-1.07, 0.75, -1.66], [-0.61, -0.38, 2.80], [-0.53, -0.83, 4.10], [0.65, -0.68, 4.80], [1.72, -0.05, 4.18], [1.58, 0.37, 2.88], [0.45, 0.19, 2.19], [-3.25, -1.16, 3.48], [-4.77, -0.64, -0.46], [-4.16, -0.25, -2.49], [-3.41, 0.60, -4.69], [-1.15, 1.66, -4.88], [0.30, 1.71, -2.88], [-1.39, -1.30, 4.56], [0.74, -1.05, 5.81], [2.66, 0.11, 4.70], [2.39, 0.86, 2.36], [2.64, -0.16, 0.39], [3.57, -0.72, -0.20], [3.66, -0.96, -1.62], [4.87, -1.34, -2.14], [5.01, -1.50, -3.51], [3.94, -1.34, -4.39], [2.71, -0.99, -3.89], [2.53, -0.76, -2.49], [1.37, -0.42, -2.07], [6.34, -1.84, -4.06], [7.25, -1.98, -3.26], [6.43, -1.95, -5.26], [4.43, -1.04, 0.40], [5.73, -1.50, -1.50], [4.10, -1.49, -5.45], [1.85, -0.88, -4.53], [-3.62, -6.11, -1.47], [-1.80, -5.89, -1.01], [-0.98, -7.00, -0.89], [0.36, -6.82, -0.55], [0.87, -5.55, -0.34], [0.03, -4.45, -0.46], [-1.31, -4.62, -0.79], [0.59, -3.07, -0.26], [1.80, -2.88, -0.20], [-0.31, -2.13, -0.13], [-1.38, -7.99, -1.07], [1.00, -7.69, -0.45], [1.91, -5.40, -0.08], [-1.96, -3.75, -0.87]],
  "lowdin_charge": [1.68, 0.19, -0.49, 0.19, 0.00, 0.08, -0.17, 0.02, -0.17, 0.08, -0.19, 0.02, -0.01, -0.01, -0.10, 0.00, -0.20, 0.02, -0.01, -0.01, -0.09, 0.00, 0.13, 0.13, 0.12, 0.13, 0.12, 0.12, 0.12, 0.13, 0.12, 0.11, -0.13, -0.15, -0.12, 0.06, -0.12, 0.02, 0.03, -0.32, -0.17, -0.36, 0.08, 0.09, 0.15, 0.14, 0.13, 0.12, 0.75, -0.68, -0.11, -0.05, -0.01, -0.13, -0.07, -0.54, 0.06, -0.16, 0.11, 0.11, 0.12, 0.10],
  "homo_energy_ev": [-11.188, -11.073],
  "spin_multiplicity": 6,
  "de_lowest_kcal_mol": 20.7,
  "e_lumo_ha": [-0.1557, -0.2474],
  "charge": 1,
  "orbital_gap_ev": [6.951, 4.341]
}


[5]
{
  "formula": "C30H19Br2N3O6TeV",
  "method": "ωB97M-V/def2-TZVPD",
  "species": ["V", "O", "C", "C", "C", "N", "C", "C", "C", "O", "O", "C", "O", "O", "H", "H", "H", "C", "C", "C", "C", "C", "C", "Br", "C", "C", "Br", "C", "O", "C", "N", "H", "H", "H", "H", "H", "H", "N", "C", "Te", "C", "C", "C", "C", "C", "C", "C", "C", "C", "C", "C", "C", "H", "H", "H", "H", "H", "H", "H", "H", "H", "H"],
  "coordinates": [[0.03, 1.94, -0.26], [-0.31, 0.07, 5.56], [-0.24, 0.54, 4.27], [0.81, 1.36, 3.86], [0.81, 1.79, 2.55], [-0.16, 1.44, 1.72], [-1.15, 0.65, 2.09], [-1.24, 0.17, 3.39], [-2.09, 0.29, 0.94], [-3.03, -0.50, 1.16], [-1.79, 0.82, -0.17], [1.89, 2.67, 1.91], [2.79, 3.09, 2.64], [1.72, 2.87, 0.66], [0.48, 0.36, 6.03], [1.61, 1.66, 4.52], [-2.04, -0.50, 3.68], [0.58, 0.58, -3.38], [0.54, 2.07, -3.36], [0.85, 2.81, -4.52], [0.80, 4.17, -4.51], [0.38, 4.85, -3.35], [0.23, 6.25, -3.23], [0.67, 7.40, -4.69], [-0.24, 6.81, -2.07], [-0.61, 6.00, -1.00], [-1.32, 6.83, 0.56], [-0.52, 4.60, -1.02], [-0.90, 3.83, -0.09], [0.05, 4.05, -2.23], [0.20, 2.69, -2.23], [0.57, 0.21, -4.41], [-0.27, 0.16, -2.83], [1.47, 0.20, -2.87], [1.14, 2.27, -5.41], [1.06, 4.74, -5.40], [-0.35, 7.88, -1.99], [1.86, -0.87, -0.44], [1.23, 0.10, -0.41], [-1.87, -2.71, -0.44], [-1.23, -3.00, 1.56], [0.10, -2.84, 1.91], [0.50, -2.99, 3.23], [-0.44, -3.30, 4.21], [-1.77, -3.44, 3.86], [-2.17, -3.29, 2.54], [-0.57, -4.23, -1.19], [0.75, -3.90, -1.51], [1.61, -4.88, -2.01], [1.16, -6.18, -2.19], [-0.14, -6.51, -1.86], [-1.00, -5.54, -1.36], [0.83, -2.52, 1.17], [1.53, -2.83, 3.49], [-0.13, -3.39, 5.25], [-2.51, -3.65, 4.63], [-3.22, -3.37, 2.28], [1.11, -2.89, -1.34], [2.63, -4.61, -2.24], [1.84, -6.93, -2.58], [-0.50, -7.53, -1.99], [-2.02, -5.80, -1.10]],
  "lowdin_charge": [0.74, 0.04, -0.28, 0.06, -0.14, 0.06, -0.14, 0.07, -0.65, -0.09, -0.11, -0.60, 0.00, -0.09, 0.10, 0.12, 0.12, -0.05, -0.29, -0.03, -0.05, -0.20, -0.64, 0.67, -0.21, -0.61, 0.70, -0.42, -0.12, -0.11, 0.08, 0.07, 0.08, 0.06, 0.10, 0.07, 0.08, -0.04, -0.28, 1.40, -0.51, -0.12, -0.09, -0.12, -0.11, -0.16, -0.54, -0.14, -0.10, -0.12, -0.12, -0.16, 0.06, 0.10, 0.09, 0.09, 0.09, 0.04, 0.10, 0.09, 0.09, 0.08],
  "homo_energy_ev": [-0.852, -2.505],
  "spin_multiplicity": 4,
  "de_lowest_kcal_mol": 0.5,
  "e_lumo_ha": [0.1420, 0.1420],
  "charge": -2,
  "orbital_gap_ev": [4.717, 6.367]
}


[6]
{
  "formula": "C30H19BrN5OS2Sn",
  "method": "ωB97M-V/def2-TZVPD",
  "species": ["Sn", "O", "N", "C", "C", "C", "C", "C", "S", "H", "H", "H", "H", "N", "C", "C", "C", "C", "C", "C", "C", "C", "C", "C", "C", "C", "N", "C", "C", "C", "C", "N", "H", "H", "H", "H", "H", "H", "H", "H", "H", "H", "Br", "S", "C", "N", "C", "C", "C", "C", "C", "C", "C", "C", "H", "H", "H", "H", "H"],
  "coordinates": [[0.60, -1.60, 1.16], [-2.17, -0.08, 2.41], [-2.50, -0.48, 3.57], [-3.60, 0.01, 4.17], [-4.00, -0.37, 5.43], [-3.25, -1.32, 6.12], [-2.13, -1.83, 5.50], [-1.75, -1.41, 4.23], [-0.31, -2.07, 3.57], [-4.14, 0.74, 3.59], [-4.88, 0.06, 5.86], [-3.53, -1.64, 7.11], [-1.50, -2.57, 5.98], [-3.14, 5.93, -4.97], [-2.77, 5.12, -4.25], [-2.31, 4.13, -3.36], [-2.73, 4.13, -2.02], [-2.26, 3.16, -1.16], [-1.40, 2.16, -1.62], [-1.00, 2.16, -2.95], [-1.45, 3.13, -3.82], [-0.93, 1.11, -0.69], [0.01, 1.49, 0.26], [0.53, 2.80, 0.45], [1.34, 2.74, 1.56], [1.32, 1.40, 1.99], [0.54, 0.67, 1.22], [-1.54, -0.13, -0.84], [-2.64, -0.43, -1.69], [-3.01, -1.72, -1.42], [-2.12, -2.19, -0.44], [-1.26, -1.25, -0.11], [-3.40, 4.90, -1.68], [-2.58, 3.14, -0.13], [-0.34, 1.38, -3.30], [-1.14, 3.14, -4.85], [0.32, 3.66, -0.16], [1.89, 3.54, 2.01], [1.85, 0.97, 2.81], [-3.11, 0.25, -2.38], [-3.81, -2.29, -1.87], [-2.10, -3.16, 0.02], [0.54, -4.16, 0.83], [3.56, -0.70, 4.71], [2.92, -1.22, 3.37], [2.50, -1.62, 2.35], [1.90, -1.45, -0.56], [2.83, -1.64, -1.31], [3.90, -1.96, -2.18], [4.82, -2.92, -1.75], [5.85, -3.32, -2.59], [5.96, -2.76, -3.86], [5.07, -1.79, -4.28], [4.04, -1.38, -3.44], [4.71, -3.36, -0.77], [6.55, -4.07, -2.27], [6.75, -3.09, -4.52], [5.17, -1.35, -5.26], [3.33, -0.63, -3.77]],
  "lowdin_charge": [0.65, -0.12, -0.26, -0.04, -0.09, -0.10, -0.11, -0.62, 0.67, 0.13, 0.10, 0.10, 0.10, 0.15, -0.20, -0.24, -0.01, 0.00, -0.19, 0.00, -0.01, -0.05, -0.25, -0.01, -0.06, -0.12, -0.02, -0.26, -0.01, -0.07, -0.16, -0.04, 0.12, 0.13, 0.13, 0.12, 0.11, 0.09, 0.08, 0.11, 0.09, 0.07, 0.05, 0.55, -1.05, -0.06, -0.14, -0.13, -0.26, -0.03, -0.09, -0.11, -0.10, -0.04, 0.12, 0.10, 0.09, 0.10, 0.11],
  "homo_energy_ev": -5.256,
  "de_lowest_kcal_mol": 20.7,
  "e_lumo_ha": 0.0524,
  "charge": -1,
  "orbital_gap_ev": 6.682
}


[7]
{
  "formula": "C30H19DyI2N10O8S4",
  "method": "ωB97M-V/def2-TZVPD",
  "species": ["Dy", "I", "C", "C", "C", "I", "C", "O", "C", "C", "N", "C", "C", "C", "C", "C", "C", "N", "C", "H", "H", "H", "H", "H", "H", "H", "H", "H", "H", "H", "O", "C", "O", "C", "C", "C", "C", "C", "C", "O", "N", "O", "O", "N", "O", "O", "H", "H", "S", "C", "C", "N", "C", "S", "C", "N", "N", "C", "N", "C", "C", "S", "C", "C", "S", "C", "N", "N", "H", "H", "H", "H", "H", "H"],
  "coordinates": [[0.36, -0.20, 0.13], [-5.55, 5.08, 2.93], [-3.95, 3.80, 2.41], [-2.73, 3.93, 3.06], [-1.71, 3.08, 2.69], [0.20, 3.25, 3.56], [-1.84, 2.06, 1.70], [-0.88, 1.27, 1.43], [-3.12, 1.98, 1.07], [-3.31, 0.98, -0.04], [-2.16, 0.97, -0.94], [-1.94, 2.24, -1.62], [-0.49, 2.49, -1.99], [-0.17, 3.16, -3.16], [1.16, 3.46, -3.42], [2.12, 3.13, -2.48], [1.71, 2.45, -1.34], [0.44, 2.12, -1.11], [-4.14, 2.84, 1.43], [-2.58, 4.68, 3.82], [-4.25, 1.22, -0.57], [-3.40, -0.02, 0.38], [-2.27, 0.25, -1.64], [-2.21, 3.04, -0.92], [-2.56, 2.36, -2.51], [-0.95, 3.42, -3.87], [1.44, 3.94, -4.35], [3.16, 3.35, -2.63], [2.42, 2.17, -0.57], [-5.09, 2.77, 0.92], [3.97, 1.29, 2.19], [3.02, 0.54, 2.03], [1.96, 0.78, 1.35], [3.07, -0.82, 2.73], [4.02, -1.02, 3.68], [4.11, -2.23, 4.38], [3.20, -3.24, 4.14], [2.21, -3.07, 3.20], [2.14, -1.87, 2.37], [1.36, -1.79, 1.39], [1.27, -4.15, 3.04], [0.16, -3.93, 2.62], [1.62, -5.27, 3.43], [5.13, -2.42, 5.37], [5.17, -3.49, 5.98], [5.91, -1.51, 5.59], [4.72, -0.22, 3.89], [3.24, -4.16, 4.70], [-0.37, -0.60, -2.83], [1.11, -0.35, -3.71], [0.94, -0.10, -5.10], [0.76, 0.09, -6.22], [2.36, -0.37, -3.16], [2.72, -0.64, -1.47], [3.49, -0.16, -3.99], [4.43, -0.01, -4.65], [-1.19, -0.30, 3.66], [-1.81, -1.17, 2.84], [-1.43, -1.46, 1.63], [-2.14, -2.53, 1.12], [-3.16, -2.97, 1.89], [-3.19, -2.11, 3.39], [-1.61, -3.19, -0.07], [-2.11, -4.31, -0.64], [-1.00, -4.92, -1.81], [0.08, -3.57, -1.44], [-0.40, -2.74, -0.56], [1.29, -3.51, -2.01], [-0.55, 0.32, 3.19], [-1.66, 0.04, 4.48], [-3.83, -3.80, 1.71], [-3.02, -4.84, -0.42], [1.47, -4.01, -2.86], [1.84, -2.65, -1.83]],
  "lowdin_charge": [1.41, 0.74, -0.74, -0.25, -0.61, 0.94, -0.46, -0.32, -0.16, -0.15, -0.12, -0.15, -0.30, -0.03, -0.06, -0.05, -0.15, 0.04, -0.14, 0.07, 0.12, 0.11, 0.02, 0.13, 0.12, 0.11, 0.10, 0.11, 0.09, 0.09, 0.03, -0.61, -0.24, -0.03, 0.06, -0.16, 0.07, -0.05, -0.26, -0.19, -0.34, 0.09, 0.03, -0.37, 0.02, 0.04, 0.13, 0.12, 0.61, -0.76, -0.32, 0.13, -0.76, 0.59, -0.32, 0.13, 0.13, -0.67, 0.02, -0.35, -0.37, 1.02, -0.35, -0.38, 1.01, -0.71, 0.00, 0.11, 0.04, 0.10, 0.07, 0.06, 0.10, -0.02],
  "homo_energy_ev": [-2.391, -2.387],
  "spin_multiplicity": 6,
  "e_lumo_ha": [0.1131, 0.1131],
  "charge": -2,
  "orbital_gap_ev": [5.470, 5.466]
}


[8]
{
  "formula": "C30H20BrClN3O3ReS2",
  "method": "ωB97M-V/def2-TZVPD",
  "species": ["Re", "Cl", "C", "C", "C", "C", "O", "C", "C", "N", "C", "C", "C", "C", "C", "C", "C", "C", "N", "C", "C", "H", "H", "H", "H", "H", "H", "H", "H", "H", "H", "Br", "C", "C", "C", "C", "C", "C", "C", "O", "O", "H", "H", "H", "H", "S", "C", "N", "C", "C", "C", "C", "C", "C", "H", "H", "H", "H", "H", "S", "H"],
  "coordinates": [[-0.09, 0.18, -0.11], [2.69, 6.32, 0.43], [1.73, 4.91, 0.67], [1.76, 4.25, 1.90], [0.97, 3.11, 2.10], [0.14, 2.58, 1.10], [-0.61, 1.55, 1.27], [0.17, 3.29, -0.13], [-0.69, 2.75, -1.19], [-0.66, 1.49, -1.43], [-1.70, 0.93, -2.16], [-1.92, 1.18, -3.52], [-3.00, 0.57, -4.16], [-3.85, -0.29, -3.45], [-3.60, -0.54, -2.08], [-4.40, -1.39, -1.30], [-4.09, -1.57, 0.05], [-2.98, -0.92, 0.56], [-2.19, -0.11, -0.17], [-2.51, 0.07, -1.45], [0.92, 4.44, -0.35], [2.39, 4.60, 2.70], [1.00, 2.60, 3.06], [-1.38, 3.46, -1.69], [-1.25, 1.84, -4.06], [-3.18, 0.76, -5.22], [-4.69, -0.76, -3.95], [-5.26, -1.89, -1.72], [-4.69, -2.21, 0.69], [-2.68, -1.00, 1.60], [0.89, 4.94, -1.32], [1.30, -1.49, 3.89], [2.87, -0.43, 3.72], [3.60, -0.21, 4.89], [4.80, 0.51, 4.87], [5.28, 0.99, 3.66], [4.56, 0.77, 2.48], [3.33, 0.07, 2.49], [2.61, -0.10, 1.19], [3.32, -0.47, 0.20], [1.37, 0.18, 1.16], [3.24, -0.59, 5.84], [5.36, 0.67, 5.78], [6.22, 1.54, 3.61], [4.94, 1.15, 1.53], [-2.06, -2.22, -3.44], [-1.55, -0.88, -2.51], [-0.85, -1.14, -1.43], [-0.70, -2.51, -1.31], [0.00, -3.17, -0.28], [0.08, -4.57, -0.27], [-0.52, -5.31, -1.29], [-1.22, -4.68, -2.32], [-1.29, -3.28, -2.32], [-1.80, 0.13, -2.81], [0.46, -2.59, 0.51], [0.61, -5.07, 0.53], [-0.45, -6.40, -1.27], [-1.68, -5.26, -3.11], [1.72, 0.18, -1.67], [-0.74, -0.94, 1.02]],
  "lowdin_charge": [1.33, 0.62, -0.71, -0.11, 0.00, -0.42, -0.21, -0.16, -0.07, -0.15, -0.28, -0.05, -0.06, -0.11, -0.25, -0.04, -0.07, -0.13, -0.06, -0.33, -0.06, 0.10, 0.12, 0.14, 0.15, 0.12, 0.12, 0.11, 0.09, 0.11, 0.11, 0.78, -0.60, -0.14, -0.10, -0.09, -0.01, -0.15, -0.60, -0.11, -0.31, 0.09, 0.10, 0.10, 0.12, 1.16, -0.52, -0.18, -0.27, -0.02, -0.09, -0.12, -0.09, -0.43, -0.12, 0.07, 0.10, 0.09, 0.10, 0.36, 0.04],
  "homo_energy_ev": [-2.935, -3.927],
  "spin_multiplicity": 4,
  "e_lumo_ha": [0.0815, 0.0710],
  "charge": -1,
  "orbital_gap_ev": [5.153, 5.858]
}


Q: Which formula does entry 8 have?
A: C30H20BrClN3O3ReS2


Q: What is the formula in the third record?
A: C30H17Br4Cl3O3RuSb